Entry 1:
DFT (ωB97M-V/def2-TZVPD) results for a 26-piece molecular cluster, H52O26 overall.

The geometry in XYZ format:
```
78
Properties=species:S:1:pos:R:3:mulliken_charge:R:1
O 0.2965 -2.3121 -2.9126 -0.381
H -0.3900 -2.4912 -2.2701 0.186
H 0.2085 -3.0123 -3.5593 0.187
O 0.5034 3.4705 1.6886 -0.645
H 1.4534 3.5840 1.7184 0.219
H 0.3135 2.8514 2.3935 0.442
O 3.0564 4.4936 -1.0187 -0.652
H 3.9698 4.3337 -1.2559 0.293
H 2.7319 3.6420 -0.7258 0.311
O 2.5536 0.7914 4.3656 -0.551
H 2.4672 0.0405 4.9529 0.257
H 3.1738 1.3714 4.8073 0.260
O 4.3226 -1.7395 1.1261 -0.600
H 5.1075 -1.8200 0.5842 0.273
H 3.5964 -1.8874 0.5202 0.403
O 0.1845 1.6685 3.6333 -0.734
H -0.2994 1.1072 4.2391 0.249
H 1.0924 1.6178 3.9322 0.292
O 1.6489 -1.0930 2.2339 -0.458
H 2.3590 -0.6481 2.6965 0.226
H 1.2947 -1.7099 2.8745 0.228
O 3.0867 0.3469 -2.5081 -0.520
H 4.0082 0.1712 -2.3176 0.258
H 3.0923 0.7350 -3.3831 0.241
O -4.6538 1.3026 2.0636 -0.656
H -3.8161 1.6229 1.7289 0.288
H -5.0759 0.8977 1.3059 0.346
O -1.4229 -2.6826 4.1784 -0.622
H -1.5245 -2.4220 3.2630 0.328
H -1.3357 -1.8569 4.6547 0.285
O 1.8749 1.7855 -0.6014 -0.143
H 2.3098 1.2020 -1.2232 0.347
H 0.9558 1.7788 -0.8686 0.029
O 2.3821 -2.0344 -4.7946 -0.632
H 3.3200 -2.1244 -4.6259 0.335
H 2.0542 -1.5180 -4.0583 0.288
O -0.1759 -0.0893 -0.1497 0.018
H -0.5784 -0.9250 -0.3860 0.169
H 0.6564 -0.3302 0.2569 0.073
O -0.4778 0.2910 -3.8700 -0.689
H -0.2977 -0.4247 -3.2605 0.379
H -0.6982 1.0345 -3.3088 0.307
O -1.6215 1.1868 1.8223 -0.531
H -0.8790 1.2429 2.4237 0.331
H -1.2393 0.8917 0.9958 0.413
O -3.7580 -3.8442 -1.8889 -0.574
H -3.2921 -4.6718 -2.0076 0.285
H -4.2987 -3.7583 -2.6741 0.275
O -3.4832 2.7483 -0.7046 -0.673
H -3.3431 1.9078 -1.1405 0.386
H -4.3156 2.6438 -0.2436 0.310
O -1.5875 -5.4335 -2.3731 -0.594
H -1.1659 -6.0887 -1.8170 0.308
H -0.8842 -5.1058 -2.9335 0.276
O 2.9038 -2.1866 -1.2229 -0.616
H 2.8745 -3.0412 -1.6529 0.264
H 2.4109 -1.6081 -1.8047 0.286
O -5.1441 -0.0744 -0.1259 -0.531
H -5.1316 0.0121 -1.0791 0.221
H -5.3015 -1.0058 0.0285 0.281
O -0.9801 3.6713 -0.7786 -0.613
H -1.9043 3.5294 -0.5743 0.407
H -0.5321 3.5841 0.0628 0.304
O -2.8662 -1.2445 2.0346 -0.657
H -2.7269 -1.5951 1.1548 0.365
H -2.6968 -0.3064 1.9486 0.433
O 3.9870 1.1150 1.4321 -0.599
H 3.0392 1.0113 1.3479 0.207
H 4.3530 0.3601 0.9712 0.247
O -2.0364 -1.7802 -0.8685 -0.782
H -2.4110 -1.0412 -1.3480 0.396
H -2.7331 -2.4365 -0.8566 0.309
O 3.3042 3.9088 2.5551 -0.629
H 3.2419 2.9650 2.7019 0.178
H 4.2012 4.0456 2.2504 0.345
O -2.8964 0.2750 -2.3101 -0.662
H -3.8275 0.1743 -2.5082 0.166
H -2.5874 0.9299 -2.9361 0.232
```

Properties
Total energy = -54080.9455 eV
Total charge = 0
Energy above the lowest of the compared OMol25 structures with the same formula, charge and spin = 77.8 kcal per mole
HOMO = -9.48 eV


Entry 2:
DFT (ωB97M-V/def2-TZVPD) results for a 30-piece molecular cluster, H60O30 overall.

The geometry in XYZ format:
```
90
Properties=species:S:1:pos:R:3:mulliken_charge:R:1
O -1.1646 -0.0616 -1.4328 -0.412
O 1.2231 -1.6496 -1.0859 -0.255
O -1.3164 2.0897 0.2722 -0.367
O -1.0483 0.7571 2.6732 -0.562
O 2.1813 -2.3655 1.5977 -0.379
O -2.3083 -2.8435 -0.2578 -0.672
O 1.1916 2.5743 -2.4451 -0.791
O 1.1940 3.5521 0.1469 -0.824
O 0.3239 -4.0317 -0.0080 -0.574
O -0.9113 1.6361 -3.7606 -0.683
O -3.9353 -1.3045 1.3038 -0.582
O 1.0062 -0.0739 4.2557 -0.581
O 3.2074 2.6415 1.7537 -0.678
O -0.4110 -3.4880 -2.8942 -0.566
O 3.9478 0.1670 3.0594 -0.612
O -2.7140 4.0122 -1.3588 -0.683
O -3.6688 2.9670 2.0331 -0.699
O -5.0158 -0.7079 -1.3435 -0.624
O 4.0608 -3.5296 -0.1763 -0.628
O -0.8548 -1.8912 -5.0048 -0.618
O -3.5956 -1.0693 4.0432 -0.646
O 4.5248 -1.8589 -2.8983 -0.665
O 2.9235 -4.1466 -2.7197 -0.700
O 5.2738 -2.0031 1.8418 -0.673
O 1.2377 2.6895 5.1530 -0.693
O 1.5589 -4.0710 4.1415 -0.675
O 0.7929 5.1051 -3.1495 -0.662
O -2.7344 3.6734 -3.9744 -0.692
O -3.5812 1.8220 4.6919 -0.606
O 2.5226 2.5749 -5.0226 -0.618
H -1.1586 0.3870 -2.3197 0.239
H -1.3925 0.6386 -0.7879 0.284
H 1.9677 -1.4994 -1.6833 0.188
H 0.5850 -0.9354 -1.2628 0.210
H -0.5168 2.6416 0.3052 0.262
H -1.1646 1.4733 1.0464 0.250
H -0.1647 0.3764 2.8305 0.315
H -1.7188 0.1611 2.9970 0.226
H 1.9312 -1.8040 0.7996 0.177
H 2.8120 -2.9676 1.1816 0.371
H -2.9260 -2.3746 0.3001 0.382
H -1.9566 -2.1836 -0.8819 0.250
H 1.6343 2.4288 -3.2919 0.252
H 0.2855 2.1530 -2.6216 0.463
H 1.3877 3.2325 -0.7331 0.392
H 1.3354 4.5643 0.1623 0.304
H 0.4813 -3.1533 -0.4261 0.215
H -0.5763 -3.9208 0.3411 0.379
H -1.4603 2.4358 -3.9476 0.360
H -0.6566 1.3316 -4.6633 0.286
H -4.5677 -1.9490 1.6202 0.247
H -3.5957 -0.7929 2.0535 0.263
H 1.9013 -0.3962 4.1413 0.299
H 1.1507 0.7947 4.6004 0.322
H 3.1048 3.3361 2.4844 0.258
H 2.4866 2.8385 1.2339 0.434
H -1.1131 -3.6379 -2.2594 0.308
H -0.6002 -2.6279 -3.2891 0.384
H 4.2654 -0.5802 2.5439 0.401
H 3.7703 0.9703 2.5463 0.391
H -2.6300 3.9129 -2.3005 0.389
H -2.7689 3.1489 -0.8414 0.271
H -4.3775 3.3956 1.5341 0.324
H -3.5881 2.1372 1.5464 0.221
H -5.7348 -0.0817 -1.1270 0.290
H -4.3717 -0.6136 -0.6340 0.322
H 3.7625 -3.5521 -1.1072 0.181
H 4.3798 -4.4343 -0.0254 0.250
H -1.2204 -1.0105 -5.1464 0.259
H -0.0679 -1.8995 -5.4643 0.293
H -3.3836 -0.2425 4.5056 0.307
H -3.0222 -1.7061 4.4869 0.328
H 4.9414 -1.8799 -2.0782 0.316
H 3.9332 -2.6580 -2.9430 0.391
H 2.9700 -4.9120 -3.3360 0.271
H 1.9569 -4.0386 -2.5307 0.331
H 5.3872 -2.7554 2.4444 0.310
H 4.8970 -2.4764 1.0485 0.324
H 1.7420 3.2803 4.5171 0.306
H 0.3630 3.1474 5.3543 0.327
H 1.8909 -3.5385 4.9088 0.305
H 1.4590 -3.4971 3.3711 0.320
H 0.9832 4.2408 -2.8213 0.482
H 0.2510 5.5489 -2.5437 0.305
H -3.6091 3.5798 -4.2920 0.260
H -2.2070 4.1522 -4.6715 0.342
H -3.6871 2.2542 3.8580 0.399
H -4.1173 2.2943 5.3774 0.274
H 3.3619 2.1114 -4.8525 0.309
H 2.5534 3.2304 -5.8010 0.297
```

Properties
Total energy = -62401.4721 eV
Total charge = 0
Energy above the lowest of the compared OMol25 structures with the same formula, charge and spin = 87.6 kcal per mole
HOMO = -9.05 eV


Entry 3:
DFT (ωB97M-V/def2-TZVPD) results for a single C4H9NO molecule.

The geometry in XYZ format:
```
15
Properties=species:S:1:pos:R:3:nbo_charge:R:1
C -1.3313 0.0246 0.9946 -0.629
C -0.2045 -0.4209 0.0741 -0.061
C -0.5560 -0.3790 -1.4054 -0.626
N 0.9812 0.4269 0.2848 -0.165
C 2.3362 -0.1260 -0.0127 -0.162
O 1.7738 0.0951 1.3790 -0.405
H -2.1892 -0.6465 0.8903 0.227
H -1.6711 1.0372 0.7407 0.202
H -1.0089 0.0127 2.0403 0.230
H 0.1538 -1.4169 0.3443 0.236
H 0.3177 -0.6717 -1.9954 0.240
H -0.8808 0.6224 -1.7147 0.202
H -1.3728 -1.0757 -1.6152 0.225
H 0.7936 1.4297 0.2710 0.388
H 2.9323 0.7982 -0.1774 0.098
```

Properties
Total energy = -7826.8513 eV
Total charge = 0
Energy above the lowest of the compared OMol25 structures with the same formula, charge and spin = 126.1 kcal per mole
HOMO = -7.88 eV


Entry 4:
DFT (ωB97M-V/def2-TZVPD) results for C16H46N4O6Ti2 as an isolated structure.

The geometry in XYZ format:
```
74
Properties=species:S:1:pos:R:3:lowdin_spin:R:1
Ti 3.4996 -1.1763 1.4855 2.763
Ti 1.2064 -0.2993 -0.1920 2.482
O 3.0081 -1.6736 -0.5660 0.179
H 3.7108 -2.2626 -0.2432 0.078
O 1.5081 -0.3116 1.9711 0.182
H 1.7982 0.5455 2.3083 0.028
C 0.5355 -4.9148 -2.8644 0.000
C 1.3864 -3.7683 -3.3474 0.001
C 0.6518 -2.4744 -3.2112 0.011
O -0.4411 -2.4500 -4.1054 0.002
C -1.4177 -1.4869 -3.7579 0.001
N 2.6672 -3.7583 -2.5999 0.001
H 0.3408 -4.7576 -1.7965 0.000
H 1.0248 -5.8742 -3.0052 0.000
H -0.4279 -4.8742 -3.3727 0.000
H 1.6111 -3.9204 -4.4057 0.000
H 1.3386 -1.6576 -3.5206 0.001
H 0.3732 -2.1690 -2.1924 0.011
H -0.9867 -0.4815 -3.6730 0.000
H -1.8789 -1.7290 -2.7905 0.000
H -2.1694 -1.5301 -4.5409 0.000
H 2.9717 -2.8238 -2.3472 0.002
H 2.5476 -4.2747 -1.7378 0.001
C 0.2494 -3.5060 0.6759 0.017
C -1.0761 -2.7495 0.6110 0.005
C -1.9326 -3.1446 1.8010 0.001
O -3.2442 -2.6638 1.5840 0.001
C -4.1180 -3.0347 2.6051 0.000
N -0.7885 -1.3000 0.5950 0.043
H 0.9302 -3.2290 -0.1284 0.007
H 0.0823 -4.5854 0.6634 0.001
H 0.7394 -3.2995 1.6361 0.010
H -1.5819 -3.0206 -0.3169 0.000
H -1.5301 -2.7222 2.7322 0.001
H -1.9758 -4.2392 1.8935 0.000
H -5.1081 -2.6537 2.3718 0.000
H -3.8228 -2.6271 3.5852 0.000
H -4.1512 -4.1290 2.7198 0.000
H -0.3240 -1.0891 1.4956 0.007
H -1.6646 -0.7954 0.7566 0.007
C -0.3597 4.5337 3.0622 0.001
C 0.0113 3.0622 3.1176 0.002
C -0.9094 2.2659 4.0323 0.001
O -1.0276 2.9256 5.2794 0.000
C -2.0827 2.4548 6.0939 0.000
N 0.0023 2.4988 1.7539 0.014
H -1.3931 4.6569 2.7241 0.000
H 0.3323 5.0810 2.4264 0.000
H -0.3152 4.9694 4.0611 0.000
H 1.0187 2.9648 3.5315 0.001
H -0.4405 1.2802 4.2004 0.001
H -1.8926 2.0814 3.5720 0.000
H -2.3351 3.2452 6.7986 0.000
H -1.7922 1.5648 6.6653 0.000
H -2.9693 2.2183 5.4939 0.000
H -0.9737 2.4601 1.4582 0.001
H 0.3038 1.5192 1.7810 0.011
C 1.3883 1.7446 -3.4992 0.003
C 1.6437 2.2702 -2.0966 0.028
C 1.8022 3.7555 -2.0533 0.002
O 0.7658 4.3427 -2.8048 0.001
C 0.9800 5.6988 -3.0536 0.000
N 0.4889 1.8204 -1.2276 0.044
H 1.1447 0.6823 -3.4739 0.001
H 2.2384 1.9240 -4.1553 0.000
H 0.5165 2.2504 -3.9212 0.001
H 2.5039 1.7472 -1.6668 0.025
H 2.7829 4.0407 -2.4638 0.000
H 1.7533 4.1005 -1.0116 0.001
H 1.5930 6.1855 -2.2871 0.000
H 0.0226 6.2186 -3.1013 0.000
H 1.4888 5.8560 -4.0171 0.000
H -0.3696 2.1625 -1.6569 0.003
H 0.5381 2.3292 -0.3376 0.011
```

Properties
Total energy = -81808.4220 eV
Total charge = 0
Spin multiplicity = 7
⟨S²⟩ = 12.006
Energy above the lowest of the compared OMol25 structures with the same formula, charge and spin = 0.4 kcal per mole
HOMO (spin up / spin down) = -4.51 / -8.65 eV


Entry 5:
DFT (ωB97M-V/def2-TZVPD) results for a single C2H3NOS2 molecule.

The geometry in XYZ format:
```
9
Properties=species:S:1:pos:R:3:nbo_charge:R:1
C 0.1997 1.1265 -0.0228 0.582
C 1.3499 0.2815 0.3505 -0.381
H -1.2883 -1.7742 -0.4577 0.118
H -1.6629 1.3511 -0.8190 0.427
H 2.2147 0.7615 0.9183 0.240
N -1.0379 0.6186 -0.3594 -0.786
O 0.4061 2.3186 0.0138 -0.542
S -1.8797 -0.7577 0.1929 0.201
S 1.5957 -1.2213 -0.1431 0.141
```

Properties
Total energy = -27329.2254 eV
Total charge = 0
Structure (SMILES) = O=C(C=S)NS
Energy above the lowest of the compared OMol25 structures with the same formula, charge and spin = 35.8 kcal per mole
HOMO = -9.16 eV


Entry 6:
DFT (ωB97M-V/def2-TZVPD) results for a 6-piece molecular cluster, C10H36N5O7 overall.

The geometry in XYZ format:
```
58
Properties=species:S:1:pos:R:3:nbo_charge:R:1
N 0.4087 4.7100 -0.0468 -0.874
H 1.3048 5.1813 -0.1541 0.436
H -0.1883 4.9734 -0.8319 0.456
H -0.0374 5.0302 0.8124 0.437
H 0.5224 3.6809 0.0587 0.487
N 4.2574 -0.4127 2.7363 -0.880
H 3.8832 -1.2877 3.0946 0.447
H 4.3003 0.2808 3.4805 0.436
H 3.5870 -0.0058 2.0503 0.489
H 5.1084 -0.5884 2.2042 0.458
N 1.3529 1.0056 0.5038 0.765
O 0.6704 0.1802 -0.1200 -0.485
O 0.9839 2.1920 0.5081 -0.590
O 2.3476 0.6663 1.1712 -0.581
C -1.3667 -2.4570 -0.9407 -0.096
C -1.3614 -2.7986 0.5464 -0.084
O -0.3869 -3.7494 0.8849 -0.715
O -0.0822 -2.1495 -1.4402 -0.750
H -2.1888 -1.7913 -1.2180 0.171
H -1.6570 -3.3910 -1.4343 0.182
H -2.3489 -3.1872 0.7998 0.184
H -1.1984 -1.9026 1.1623 0.145
H 0.4612 -3.4524 0.5410 0.465
H 0.2001 -1.2584 -1.1815 0.496
C -2.7430 1.4037 0.7002 -0.635
C -3.5873 2.5185 0.1210 -0.065
C -4.7575 2.8921 1.0704 -0.071
O -5.4985 3.8857 0.4100 -0.558
C -6.4313 4.6116 1.1743 -0.245
N -2.7563 3.7589 -0.0499 -0.854
H -2.4191 1.6775 1.7128 0.194
H -1.7668 1.3979 0.2061 0.234
H -3.2754 0.4579 0.6773 0.230
H -3.9848 2.2621 -0.8604 0.206
H -4.3773 3.3201 2.0091 0.154
H -5.3844 2.0389 1.3559 0.179
H -7.0579 3.8569 1.6660 0.171
H -7.0308 5.3282 0.6231 0.207
H -5.9494 5.1640 1.9928 0.159
H -3.4386 4.5050 0.0662 0.376
H -2.1866 3.7013 0.7931 0.319
C 3.8867 -1.5116 -1.6570 -0.636
C 3.1727 -2.6425 -0.8799 -0.078
C 3.5226 -4.0732 -1.2996 -0.069
O 3.6564 -4.1660 -2.6969 -0.527
C 2.4295 -4.1806 -3.3914 -0.266
N 3.4117 -2.4309 0.5686 -0.900
H 4.7118 -1.9507 -2.2224 0.227
H 4.1324 -0.6282 -1.0791 0.207
H 3.2150 -1.1941 -2.4633 0.213
H 2.0921 -2.5492 -1.0096 0.201
H 2.7545 -4.7003 -0.8387 0.175
H 4.5178 -4.2705 -0.8898 0.178
H 1.9357 -3.2057 -3.4042 0.176
H 1.7415 -4.9884 -3.1303 0.178
H 2.6667 -4.3810 -4.4405 0.196
H 2.5476 -2.0750 0.9585 0.364
H 3.6782 -3.3009 1.0205 0.359
```

Properties
Total energy = -32725.4653 eV
Total charge = +1
Energy above the lowest of the compared OMol25 structures with the same formula, charge and spin = 0.0 kcal per mole
HOMO = -11.50 eV